9 unconnected molecules or ions with the total composition C65H144F3N8O3S in a non-equilibrium geometry, computed with wB97M-V/def2-TZVPD.

Values from the calculation:
- energy above the lowest of the compared OMol25 structures with the same formula, charge and spin (eV) = 0.000
- net charge = +7
- HOMO-LUMO gap (eV) = 10.2
- LUMO level (Eh) = -0.4268
- max |F| (eV/A) = 2.622
- highest occupied orbital energy (Ha) = -0.8001

Each atom is followed by the atoms it is bonded to, with distances in Å.
Element x y z (Å)
1 H 7.1043 -6.2526 1.7219  C77 1.088
2 H 6.5954 2.7474 1.7385  C122 1.088
3 H 1.8304 -7.1963 1.6740  C55 1.089
4 H 0.9366 7.5248 -0.1149  C9 1.095
5 H 3.5215 -5.4982 0.1359  C192 1.089
6 H -5.9006 -2.0540 4.2107  C21 1.092
7 C 2.7965 0.9551 -6.9034  H52 1.089, C79 1.562, C125 1.509, H149 1.094
8 C 5.3933 4.5082 -0.3793  C104 1.534, C151 1.524, H205 1.089, H212 1.090
9 C 0.1198 6.8790 -0.4536  H4 1.095, C63 1.513, H88 1.092, C131 1.534
10 H -6.4969 4.6217 -3.9651  C126 1.092
11 H -6.9707 3.9666 -1.3135  C40 1.098
12 H 2.8305 -0.0251 -4.0812  C80 1.086
13 H 7.4489 4.2405 -0.7029  C104 1.086
14 H -6.3691 5.6199 -1.1561  C40 1.088
15 H -4.9143 -4.1608 2.1762  C166 1.083
16 C 5.0707 -4.2389 -2.3030  H45 1.089, N143 1.529, H201 1.088, C214 1.511
17 C -0.5472 9.7311 -1.0493  H78 1.089, N101 1.503, H127 1.091, H139 1.084
18 H -8.3808 -3.4972 1.8889  C34 1.089
19 F 0.0887 1.4114 -1.6416  C109 1.350
20 H -6.8562 -3.4937 1.0092  C34 1.085
21 C -6.6692 -2.1287 3.4390  H6 1.092, C25 1.512, H121 1.089, N188 1.519
22 H -0.7118 2.3700 5.1142  C47 1.088
23 H -1.6333 0.9067 4.9105  C47 1.090
24 H 5.4221 -7.2036 -2.8819  C194 1.086
25 C -6.1772 -1.3088 2.2673  C21 1.512, C117 1.536, H178 1.092, H182 1.095
26 H 1.2072 -0.0785 -3.3935  C80 1.090
27 O 1.9533 -0.7725 -0.7391  S189 1.482
28 H 7.2339 1.9374 0.2973  C122 1.089
29 N 5.1124 2.2303 0.2299  C90 1.508, C122 1.511, C124 1.522, C151 1.526
30 C -0.3827 -4.0965 1.8828  H102 1.090, C198 1.521, H218 1.085, C219 1.535
31 C -3.2618 -8.7069 2.8572  H85 1.092, H98 1.088, H145 1.092, C168 1.512
32 C -0.3341 -2.0010 -4.4102  H33 1.094, H96 1.087, C137 1.580, C193 1.524
33 H -0.3186 -1.9499 -3.3176  C32 1.094
34 C -7.3926 -3.9519 1.8339  H18 1.089, H20 1.085, H152 1.085, N188 1.520
35 H 2.4425 0.4544 5.5018  C119 1.089
36 H 6.6184 0.2773 -0.8679  C190 1.094
37 C -0.3527 -6.1337 0.4858  H111 1.085, H112 1.084, N160 1.554, C219 1.536
38 C -1.3627 -7.0869 2.7462  H59 1.091, H105 1.093, N160 1.537, C168 1.565
39 H -0.6497 8.1730 -4.0990  C70 1.089
40 C -6.7926 4.9038 -1.8577  H11 1.098, H14 1.088, C62 1.540, C126 1.529
41 H 3.9236 -6.2946 -3.4137  C194 1.088
42 H 4.3354 1.9160 -8.0683  C125 1.088
43 H 2.5374 0.0676 8.2189  C223 1.085
44 N 1.0362 0.8735 7.0060  C119 1.537, C169 1.541, C180 1.501, C223 1.503
45 H 5.5633 -3.5892 -1.5817  C16 1.089
46 C 1.6829 9.8342 -3.4986  C71 1.512, H196 1.087, C211 1.550, H224 1.090
47 C -0.7203 1.3079 5.3496  H22 1.088, H23 1.090, C163 1.531, C169 1.524
48 O -0.0808 -1.6216 0.2186  S189 1.472
49 H 6.7942 -7.9385 1.8986  C77 1.091
50 H -4.8884 -3.8778 4.0243  C166 1.089
51 H -0.9539 1.6462 7.4999  C169 1.085
52 H 3.1725 1.3699 -5.9687  C7 1.089
53 H 0.9519 0.4313 9.0599  C223 1.089
54 H -0.1018 6.7434 -2.6021  C63 1.092
55 C 0.8907 -7.6252 2.0173  H3 1.089, H147 1.085, N160 1.524, H179 1.089
56 H -1.3505 -0.0691 -3.9582  C137 1.088
57 H -3.5729 4.2919 -1.4802  C162 1.094
58 H 1.4198 -0.8943 5.8693  C119 1.091
59 H -0.9677 -7.3753 3.7208  C38 1.091
60 H 1.5397 5.3250 -1.1647  C131 1.093
61 H -4.3145 1.6176 -4.1398  C74 1.089
62 C -8.2458 5.3421 -2.1153  C40 1.540, H154 1.088, H156 1.094, H209 1.088
63 C -0.4681 7.3446 -1.7674  C9 1.513, H54 1.092, N101 1.528, H148 1.093
64 H -7.5628 2.5182 -2.7001  C120 1.085
65 H 1.3935 -5.2299 2.0165  C198 1.090
66 C 1.8596 4.5170 8.1501  H86 1.094, H183 1.090, C199 1.502, H210 1.087
67 F 0.4122 2.1680 0.3091  C109 1.359
68 H 2.6408 -5.8613 -1.2816  C192 1.092
69 H -4.9387 -6.1249 4.2084  C140 1.094
70 C -0.6164 9.1169 -3.5569  H39 1.089, C71 1.500, N101 1.544, H155 1.091
71 C 0.3327 10.1401 -4.1072  C46 1.512, C70 1.500, H103 1.092, H173 1.089
72 H -4.7407 1.5330 -1.7265  C97 1.095
73 H 3.9703 1.5247 -1.4064  C124 1.094
74 C -4.3751 2.6897 -3.9561  H61 1.089, N108 1.500, H134 1.088, C164 1.572
75 H -5.4161 2.7784 -0.7243  C97 1.085
76 H 1.5766 -0.8150 -7.4655  C79 1.086
77 C 6.3050 -6.9897 1.6745  H1 1.088, H49 1.091, C177 1.536, H207 1.089
78 H -1.6179 9.6119 -0.8936  C17 1.089
79 C 2.1484 -0.4383 -6.6224  C7 1.562, H76 1.086, N99 1.518, H106 1.090
80 C 1.8068 0.3105 -4.2167  H12 1.086, H26 1.090, H87 1.084, N99 1.522
81 H -2.0401 -0.9329 -5.3964  C137 1.086
82 H 3.8780 -2.4332 -2.6006  C214 1.086
83 H 1.0702 5.2132 0.5422  C131 1.087
84 H 5.9715 -8.0111 -0.1804  C177 1.089
85 H -3.4505 -9.7391 2.5538  C31 1.092
86 H 1.4340 5.1271 7.3473  C66 1.094
87 H 1.6258 1.3708 -4.3479  C80 1.084
88 H -0.5837 7.0278 0.3680  C9 1.092
89 H -5.1853 0.6102 2.1668  C117 1.088
90 C 4.5004 1.2049 1.1509  N29 1.508, H114 1.092, H116 1.085, H132 1.086
91 H -6.9226 2.0552 -4.2854  C120 1.089
92 H 3.1944 -3.1144 -0.4345  C222 1.088
93 H 1.9202 -3.7791 -1.4558  C222 1.087
94 H 1.5846 2.6608 9.0571  C199 1.095
95 H -2.7390 2.7814 -1.0617  C162 1.084
96 H -0.8376 -2.9447 -4.6040  C32 1.087
97 C -4.8825 2.6159 -1.6550  H72 1.095, H75 1.085, N108 1.506, C162 1.516
98 H -4.2206 -8.1940 2.8156  C31 1.088
99 N 1.2239 -0.4183 -5.4188  C79 1.518, C80 1.522, C150 1.490, C193 1.523
100 H 1.8809 7.9498 -2.3603  C211 1.086
101 N -0.1156 8.7854 -2.1347  C17 1.503, C63 1.528, C70 1.544, C211 1.550
102 H -1.4238 -3.9860 2.1846  C30 1.090
103 H 0.4098 10.0669 -5.1940  C71 1.092
104 C 6.7731 4.0711 0.1303  C8 1.534, H13 1.086, C122 1.538, H176 1.087
105 H -2.0020 -6.2354 2.9943  C38 1.093
106 H 2.9787 -1.0857 -6.3415  C79 1.090
107 H 0.4125 -4.3312 -0.1238  C219 1.092
108 N -5.4846 2.9734 -2.9879  C74 1.500, C97 1.506, C120 1.528, C126 1.520
109 C -0.1015 1.0927 -0.3438  F19 1.350, F67 1.359, F130 1.343, S189 1.937
110 H -5.6710 -6.5100 2.7728  C140 1.092
111 H -1.2430 -6.6010 0.0786  C37 1.085
112 H 0.5794 -6.4099 0.0070  C37 1.084
113 H -6.4730 1.0806 -2.8950  C120 1.087
114 H 3.5294 0.9795 0.7049  C90 1.092
115 H 1.5113 2.6873 6.0481  C180 1.092
116 H 4.4473 1.6286 2.1481  C90 1.085
117 C -6.0578 0.1745 2.6493  C25 1.536, H89 1.088, H203 1.092, H204 1.090
118 H 6.8708 -0.5050 -2.9268  C142 1.089
119 C 1.4040 0.1803 5.6839  H35 1.089, N44 1.537, H58 1.091, C163 1.512
120 C -6.7105 2.0908 -3.2180  H64 1.085, H91 1.089, N108 1.528, H113 1.087
121 H -7.5964 -1.8267 3.9241  C21 1.089
122 C 6.4979 2.6530 0.6595  H2 1.088, H28 1.089, N29 1.511, C104 1.538
123 H -2.6549 4.0726 -3.5899  C164 1.085
124 C 5.0279 1.7148 -1.1998  N29 1.522, H73 1.094, C190 1.528, H202 1.088
125 C 3.9326 0.9198 -7.8965  C7 1.509, H42 1.088, H167 1.093, H206 1.090
126 C -5.9535 4.4186 -3.0399  H10 1.092, C40 1.529, N108 1.520, H171 1.093
127 H -0.4235 10.7513 -1.4166  C17 1.091
128 H -8.5683 -4.1190 4.2993  C170 1.089
129 H 3.3071 -3.8962 -3.4653  C214 1.091
130 F -1.4073 0.9421 -0.0660  C109 1.343
131 C 0.7210 5.4673 -0.4551  C9 1.534, H60 1.093, H83 1.087, H135 1.095
132 H 5.0488 0.2679 1.1233  C90 1.086
133 H 0.0515 -0.2703 4.0011  C163 1.088
134 H -4.6050 3.1243 -4.9267  C74 1.088
135 H -0.0594 4.8000 -0.8368  C131 1.095
136 H 1.0595 -0.9786 8.1015  C223 1.089
137 C -1.1507 -0.7099 -4.8143  C32 1.580, H56 1.088, H81 1.086, C150 1.533
138 H 6.0309 -4.9510 -0.1215  C159 1.088
139 H 0.0837 9.6309 -0.1742  C17 1.084
140 C -5.7121 -5.7347 3.5406  H69 1.094, H110 1.092, C158 1.528, C166 1.528
141 H 4.5395 -7.2220 0.4212  C177 1.092
142 C 5.9209 0.0282 -2.9184  H118 1.089, H172 1.088, C190 1.532, H215 1.088
143 N 4.7874 -5.5804 -1.6253  C16 1.529, C159 1.540, C192 1.543, C194 1.516
144 H 0.9296 1.1585 3.8819  C163 1.093
145 H -3.0239 -8.8065 3.9188  C31 1.092
146 O 1.3756 -0.0931 1.5288  S189 1.460
147 H 0.5634 -8.4673 1.4163  C55 1.085
148 H -1.5537 7.3957 -1.8862  C63 1.093
149 H 2.0222 1.6035 -7.3244  C7 1.094
150 C -0.1617 0.0486 -5.7067  N99 1.490, C137 1.533, H174 1.092, H184 1.096
151 C 4.3871 3.5717 0.2786  C8 1.524, N29 1.526, H175 1.091, H187 1.090
152 H -7.4402 -5.0291 1.7126  C34 1.085
153 H -2.5526 -7.6617 1.1254  C168 1.090
154 H -8.2555 6.3075 -2.6175  C62 1.088
155 H -1.6407 9.4614 -3.4098  C70 1.091
156 H -8.7632 4.6008 -2.7318  C62 1.094
157 H -7.1536 -6.3085 5.1708  C158 1.088
158 C -7.0827 -5.7964 4.2139  C140 1.528, H157 1.088, C170 1.526, H208 1.093
159 C 5.9115 -5.9079 -0.6247  H138 1.088, N143 1.540, C177 1.542, H221 1.089
160 N -0.1580 -6.5207 1.9782  C37 1.554, C38 1.537, C55 1.524, C198 1.516
161 H 0.1105 3.1886 8.2102  C199 1.087
162 C -3.4946 3.2229 -1.7015  H57 1.094, H95 1.084, C97 1.516, C164 1.541
163 C 0.3965 0.5553 4.6207  C47 1.531, C119 1.512, H133 1.088, H144 1.093
164 C -3.0889 3.1630 -3.1867  C74 1.572, H123 1.085, C162 1.541, H186 1.092
165 H 0.4687 -5.2821 3.5956  C198 1.088
166 C -5.3769 -4.2969 3.1459  H15 1.083, H50 1.089, C140 1.528, N188 1.544
167 H 4.7277 0.2766 -7.5109  C125 1.093
168 C -2.1404 -8.2047 1.9757  C31 1.512, C38 1.565, H153 1.090, H213 1.086
169 C -0.4913 0.9465 6.8122  N44 1.541, C47 1.524, H51 1.085, H220 1.089
170 C -7.5008 -4.3294 4.2621  H128 1.089, C158 1.526, H181 1.095, N188 1.488
171 H -5.0103 4.9482 -3.1960  C126 1.093
172 H 5.9593 0.9017 -3.5652  C142 1.088
173 H -0.0582 11.1455 -3.9572  C71 1.089
174 H -0.2766 1.1310 -5.7960  C150 1.092
175 H 3.4397 3.4824 -0.2545  C151 1.091
176 H 7.0185 4.7148 0.9712  C104 1.087
177 C 5.6181 -7.1024 0.3048  C77 1.536, H84 1.089, H141 1.092, C159 1.542
178 H -6.7525 -1.4014 1.3443  C25 1.092
179 H 1.0676 -7.9567 3.0393  C55 1.089
180 C 1.6847 2.2269 7.0233  N44 1.501, H115 1.092, H191 1.090, C199 1.560
181 H -7.1526 -4.0243 5.2548  C170 1.095
182 H -5.2097 -1.7053 1.9413  C25 1.095
183 H 1.5699 5.0679 9.0445  C66 1.090
184 H -0.2175 -0.1566 -6.7815  C150 1.096
185 H -1.2559 -4.1959 -0.2098  C219 1.088
186 H -2.3588 2.3512 -3.2009  C164 1.092
187 H 4.1450 3.6890 1.3350  C151 1.090
188 N -6.7660 -3.6226 3.1789  C21 1.519, C34 1.520, C166 1.544, C170 1.488
189 S 0.8604 -0.4901 0.2216  O27 1.482, O48 1.472, C109 1.937, O146 1.460
190 C 5.6897 0.3584 -1.4400  H36 1.094, C124 1.528, C142 1.532, H195 1.094
191 H 2.7563 2.0359 7.0847  C180 1.090
192 C 3.4589 -5.2361 -0.9191  H5 1.089, H68 1.092, N143 1.543, C222 1.531
193 C 1.0585 -1.8781 -5.0166  C32 1.524, N99 1.523, H200 1.086, H216 1.088
194 C 4.4977 -6.7141 -2.5898  H24 1.086, H41 1.088, N143 1.516, H197 1.088
195 H 5.0735 -0.4061 -0.9571  C190 1.094
196 H 2.4228 9.3342 -4.1184  C46 1.087
197 H 3.8330 -7.4369 -2.1217  C194 1.088
198 C 0.4216 -5.2246 2.5106  C30 1.521, H65 1.090, N160 1.516, H165 1.088
199 C 1.1970 3.1686 8.1678  C66 1.502, H94 1.095, H161 1.087, C180 1.560
200 H 1.8321 -2.1718 -4.3139  C193 1.086
201 H 5.5829 -4.4158 -3.2460  C16 1.088
202 H 5.3529 2.4222 -1.9594  C124 1.088
203 H -5.9523 0.3371 3.7245  C117 1.092
204 H -6.9774 0.7097 2.4129  C117 1.090
205 H 5.3264 4.4233 -1.4630  C8 1.089
206 H 3.6466 0.5292 -8.8734  C125 1.090
207 H 5.5857 -6.8903 2.4861  C77 1.089
208 H -7.8205 -6.3527 3.6298  C158 1.093
209 H -8.8461 5.3475 -1.2084  C62 1.088
210 H 2.9414 4.4533 8.0616  C66 1.087
211 C 1.4219 8.9300 -2.2676  C46 1.550, H100 1.086, N101 1.550, H217 1.086
212 H 5.1262 5.5368 -0.1355  C8 1.090
213 H -1.5078 -9.0337 1.6716  C168 1.086
214 C 3.7692 -3.5128 -2.5546  C16 1.511, H82 1.086, H129 1.091, C222 1.562
215 H 5.1765 -0.6900 -3.2560  C142 1.088
216 H 1.0661 -2.4751 -5.9261  C193 1.088
217 H 1.7610 9.4367 -1.3694  C211 1.086
218 H 0.2240 -3.2020 1.9762  C30 1.085
219 C -0.4837 -4.6044 0.4378  C30 1.535, C37 1.536, H107 1.092, H185 1.088
220 H -0.7755 -0.0853 7.0133  C169 1.089
221 H 6.7271 -6.0923 -1.3229  C159 1.089
222 C 2.9843 -3.8156 -1.2389  H92 1.088, H93 1.087, C192 1.531, C214 1.562
223 C 1.4539 0.0330 8.1800  H43 1.085, N44 1.503, H53 1.089, H136 1.089
224 H 2.1113 10.7847 -3.1823  C46 1.090